Record 1
DFT (ωB97M-V/def2-TZVPD) results for C10H15Br in the gas phase at a distorted geometry.

Atoms and positions in Å:
C 0.5272 -0.4059 0.4235
C -0.2419 -0.8374 1.4254
C 2.0094 -0.9616 0.2486
C -1.7591 -0.7288 1.0530
C -1.7164 0.3331 -0.0272
C 0.2201 1.1862 -1.6198
C -0.4043 0.0250 -0.7643
C 0.1362 -1.5883 2.5521
C 0.5807 2.4420 -0.8195
C 0.1401 1.0934 -2.9500
Br -0.9246 -1.6248 -1.9149
H 2.4551 -0.5404 1.1184
H 2.4147 -0.5858 -0.6904
H -2.1652 -1.6416 0.7460
H -2.3527 -0.5427 1.9342
H -2.5785 0.4776 -0.7554
H -1.6249 1.3792 0.3141
H -0.5746 -1.8172 3.3064
H 1.0727 -1.2528 2.9299
H 0.3337 -2.6221 2.0890
H 1.1759 3.1467 -1.4302
H 1.1850 1.9917 -0.0663
H -0.2519 3.0030 -0.4987
H 0.3228 1.9306 -3.5218
H -0.1603 0.1507 -3.3635
H 2.1808 -2.0098 0.2813

Computed properties:
Kohn-Sham gap (eV): 9.483
HOMO level (eV): -8.79
Energy above the lowest of the compared OMol25 structures with the same formula, charge and spin (kcal per mole): 48.6
LUMO energy (Ha): 0.02538

These are the Mulliken partial charges, in e, on atoms 1 to 4:
1. C -0.150
2. C 1.226
3. C -1.776
4. C -1.154

***

Record 2
DFT (ωB97M-V/def2-TZVPD) results for C10H15Br2Cl3 in the gas phase at a distorted geometry.

Atoms and positions in Å:
Cl 2.1746 -2.6540 0.9456
Cl -1.8938 1.9759 -0.1285
Cl -1.9152 -3.0656 1.1514
Br 0.2208 -2.1715 -2.5467
Br 2.6520 1.9002 0.5560
C 0.4890 -4.5988 0.1565
C 0.6331 -3.2330 0.3770
C 0.3007 3.0747 -1.3544
C -0.1745 3.7283 0.9491
C -1.1576 -2.2811 -1.1443
C -0.3352 -0.9164 0.8941
C 0.4392 0.0690 -0.0606
C -0.2167 2.5708 -0.0072
C -0.5841 -2.3089 0.2646
C 0.6870 1.4631 0.6018
H 1.2969 -5.2767 0.3128
H -0.4430 -5.0259 -0.1972
H 1.2604 3.6462 -1.2426
H 0.4734 2.2724 -2.0509
H -0.4413 3.7295 -1.8492
H -0.8101 4.5047 0.5867
H 0.8316 4.1069 1.0815
H -0.5779 3.3808 1.9131
H -1.7545 -3.1729 -1.3279
H -1.8333 -1.4219 -1.2555
H -1.2687 -0.4895 1.1864
H 0.1955 -1.0275 1.8476
H 1.4049 -0.3430 -0.3198
H -0.0697 0.2055 -1.0097
H 0.4166 1.3589 1.6704

Computed properties:
Kohn-Sham gap (eV): 9.982
HOMO level (eV): -9.41
LUMO energy (Ha): 0.02098

These are the Mulliken partial charges, in e, on atoms 1 to 4:
1. Cl -0.149
2. Cl -0.167
3. Cl -0.126
4. Br -0.150